Entry from OMol25: a structure of composition C3H10OS (ωB97M-V/def2-TZVPD).

The geometry in XYZ format:
```
15
Properties=species:S:1:pos:R:3:lowdin_charge:R:1
C 2.87621 0.42838 -0.53091 -0.57
H -1.95747 -1.22404 -0.27160 0.03
H 3.18233 0.76720 0.50379 0.02
H -0.02363 -0.91853 1.18905 -0.11
H -2.45573 1.78814 0.03785 0.14
H -1.21016 0.44156 -1.21144 0.11
H -2.95813 -0.37202 -1.39443 0.11
H 3.65013 -0.31623 -0.90641 0.01
C -1.67934 0.95946 -0.12856 0.00
H 0.05815 -1.83381 2.47558 0.04
S 1.19891 -0.44250 -0.54120 0.33
H -0.89482 1.03664 0.69462 0.07
O -0.58249 -1.28650 1.96980 -0.18
C -2.09824 -0.33777 -0.69850 0.01
H 2.89429 1.31002 -1.18764 -0.01
```

Values from the calculation:
DFT total energy in eV: -16149.9569
Relative energy (zero: lowest compared OMol25 entry of this formula, charge and spin) in kJ/mol: 570.12
Highest occupied orbital energy in eV: -7.1

=====

Entry from OMol25: a cluster of 2 separate species, C4H10OS in total (ωB97M-V/def2-TZVPD).

The geometry in XYZ format:
```
16
Properties=species:S:1:pos:R:3:lowdin_charge:R:1
C 2.32693 0.73404 0.82668 0.00
C 1.51655 1.82621 0.69097 -0.25
H 2.30688 0.06857 1.64236 0.03
H -1.24714 -2.66781 0.50410 0.05
H -1.04361 -3.68082 -1.08039 0.05
H -1.06158 -1.85454 -2.31500 0.03
H -0.88130 0.56029 -1.19115 -0.17
O 1.32525 2.72420 1.78291 -0.10
C -0.66867 -1.66994 -1.36017 -0.50
H 0.31993 -3.29562 -0.14595 0.12
H 0.38529 -1.24092 -1.36482 0.07
H 2.07316 3.44122 1.69790 0.15
H 2.74774 0.25835 -0.13162 0.07
C -0.78032 -2.84646 -0.47135 -0.23
S -1.85211 -0.22822 -0.60558 0.57
H 1.06556 2.00608 -0.30632 0.09
```

Values from the calculation:
SMILES: C=CO.CCS
DFT total energy in eV: -17189.4814
Relative energy (zero: lowest compared OMol25 entry of this formula, charge and spin) in kJ/mol: 322.64
Highest occupied orbital energy in eV: -9.0

=====

What strongest force on any atom values result from the calculations? In sequence: 6.786; 4.671 eV/A.
What gap between HOMO and LUMO values result from the calculations? In sequence: 4.81; 9.72 eV.